1.
A structure of composition C29H36FHfN10O5Si. Source: the Open Molecules 2025 dataset; level of theory: ωB97M-V with the def2-TZVPD basis set.

net charge = +1
largest force on an atom = 0.61 eV/A
energy above the lowest of the compared OMol25 structures with the same formula, charge and spin = 4.8 kcal/mol
HOMO-LUMO gap = 0.2637 Eh
E_HOMO = -9.88 eV
E = -2487.78004 hartree

XYZ file:
```
83
Properties=species:S:1:pos:R:3:forces:R:3
Hf -1.874 0.910 -0.171 0.0555 -0.1445 -0.5947
C 4.269 -4.420 1.466 0.0052 -0.0140 0.0191
O 3.779 -4.719 2.759 0.0165 -0.0156 -0.0238
C 3.349 -3.685 3.524 -0.0117 0.0213 0.0133
C 3.303 -2.362 3.100 0.0108 0.0114 0.0137
C 2.824 -1.381 3.960 0.0133 -0.0143 -0.0338
C 2.409 -1.712 5.238 -0.0365 -0.0544 -0.0476
C 2.513 -3.027 5.681 -0.0181 0.0115 -0.0025
C 2.951 -4.012 4.821 -0.0006 -0.0055 0.0044
N 1.992 -0.711 6.178 -0.0491 0.1151 0.0162
N 1.063 0.062 5.915 0.0561 -0.0268 0.1268
C 0.261 -0.110 4.738 0.0278 -0.0271 -0.0642
C -0.554 -1.194 4.569 -0.0001 -0.0221 0.0142
C -1.406 -1.304 3.450 -0.0975 0.0078 0.0230
C -1.422 -0.327 2.494 0.0287 -0.0374 -0.0251
O -2.137 -0.392 1.358 0.3936 -0.2292 0.0288
C -0.586 0.805 2.661 -0.0450 0.0364 0.0614
N -0.594 1.713 1.643 -0.0186 -0.0490 0.0985
C 0.174 2.778 1.747 -0.0295 -0.0013 -0.0320
C 0.993 3.020 2.859 0.0106 0.0091 0.0295
C 1.030 2.106 3.878 -0.0046 0.0245 -0.0046
C 0.233 0.946 3.794 0.0153 -0.0127 -0.0310
H 4.586 -5.366 1.037 0.0009 -0.0041 -0.0048
H 5.123 -3.740 1.513 0.0047 0.0049 -0.0006
H 3.489 -3.981 0.837 -0.0100 0.0078 -0.0062
H 3.639 -2.079 2.113 0.0069 0.0067 0.0033
H 2.797 -0.350 3.630 0.0045 -0.0065 0.0064
H 2.233 -3.267 6.699 0.0046 -0.0048 0.0033
H 3.017 -5.044 5.137 0.0031 0.0005 0.0071
H -0.538 -1.990 5.301 -0.0009 0.0060 0.0074
H -2.043 -2.171 3.334 0.0111 -0.0057 -0.0032
H 0.157 3.481 0.925 0.0045 -0.0072 -0.0023
H 1.586 3.922 2.889 0.0018 -0.0001 0.0067
H 1.657 2.260 4.746 0.0042 0.0009 -0.0004
C -3.773 2.446 -4.684 0.0193 -0.0036 -0.0085
N -3.473 1.028 -4.536 0.0334 0.0231 -0.0140
C -4.056 0.086 -5.487 -0.0007 0.0211 -0.0137
C -2.802 0.619 -3.439 0.1404 0.0312 0.0152
N -2.510 1.365 -2.429 -0.2731 -0.0882 0.3016
N -2.363 -0.704 -3.493 -0.0546 0.0272 0.0294
C -2.178 -1.550 -2.424 0.0280 0.0315 0.0109
N -2.091 -2.858 -2.758 0.0194 -0.0094 -0.0185
N -2.122 -1.123 -1.210 -0.0285 0.1210 0.0861
H -4.046 2.639 -5.717 0.0007 -0.0021 0.0027
H -2.889 3.043 -4.456 0.0077 0.0001 0.0058
H -4.600 2.758 -4.041 -0.0019 -0.0018 0.0003
H -4.829 0.599 -6.050 -0.0042 -0.0042 0.0096
H -4.528 -0.752 -4.973 -0.0068 0.0007 -0.0023
H -3.320 -0.287 -6.205 0.0075 -0.0031 -0.0152
H -2.993 2.257 -2.473 0.0068 -0.0348 -0.0963
H -2.370 -1.131 -4.404 0.0256 0.0168 0.0267
H -2.081 -3.162 -3.716 -0.0174 -0.0040 0.0091
H -1.772 -3.517 -2.070 0.0021 -0.0031 0.0004
H -2.116 -1.876 -0.530 -0.0376 0.0265 0.0107
C 0.857 -1.495 0.419 -0.0192 0.0223 0.0025
Si 1.300 -0.271 -0.932 -0.0030 -0.0342 0.0441
C 1.456 -1.202 -2.567 0.0013 -0.0016 -0.0149
C 2.937 0.463 -0.395 -0.0052 -0.0036 -0.0029
N 0.073 0.972 -1.073 0.1928 0.0731 -0.0699
C 0.355 2.097 -1.833 0.1048 -0.0116 -0.0207
C 1.375 2.228 -2.793 -0.0559 0.0110 -0.0286
C 1.574 3.412 -3.489 -0.0311 0.0219 -0.0002
C 0.771 4.525 -3.277 0.0319 -0.0225 -0.0130
C -0.258 4.440 -2.348 -0.0167 -0.0007 0.0181
C -0.412 3.250 -1.689 0.0005 0.0108 0.0169
F -1.461 3.151 -0.751 0.0925 -0.0477 -0.0027
H 1.503 -2.369 0.290 0.0171 0.0114 0.0116
H -0.170 -1.857 0.439 0.0127 -0.0067 -0.0411
H 1.073 -1.090 1.410 -0.0039 -0.0079 -0.0009
H 1.268 -2.270 -2.434 -0.0017 -0.0027 0.0033
H 2.453 -1.105 -3.003 -0.0006 -0.0005 -0.0062
H 0.740 -0.821 -3.301 0.0049 -0.0001 0.0024
H 3.725 -0.294 -0.437 -0.0034 -0.0084 0.0047
H 2.858 0.799 0.642 -0.0080 0.0152 -0.0024
H 3.263 1.313 -0.994 0.0098 -0.0046 -0.0121
H 2.013 1.381 -3.007 0.0153 0.0001 0.0109
H 2.375 3.462 -4.215 0.0034 0.0030 -0.0003
H 0.939 5.444 -3.819 0.0021 -0.0007 -0.0039
H -0.918 5.270 -2.131 0.0000 0.0035 -0.0043
O -5.333 1.581 1.266 -0.1522 0.1234 0.0141
N -4.319 1.513 0.664 -0.0994 -0.0946 -0.0310
O -3.274 2.208 0.952 -0.0748 0.2156 0.0316
O -4.122 0.725 -0.325 -0.2373 0.0107 0.1488
```
Forces are in eV/Å.

=====

2.
A structure of composition C4H6OS. Source: the Open Molecules 2025 dataset; level of theory: ωB97M-V with the def2-TZVPD basis set.

largest force on an atom = 6.81 eV/A
energy above the lowest of the compared OMol25 structures with the same formula, charge and spin = 134.2 kcal/mol
HOMO-LUMO gap = 0.3173 Eh
E_HOMO = -9.05 eV
E = -629.23328 hartree

XYZ file:
```
12
Properties=species:S:1:pos:R:3:forces:R:3
C 0.355 -0.961 0.125 -0.2513 4.3767 -1.4681
C -0.536 0.407 0.026 -0.6264 0.4938 1.2963
C 0.115 1.558 0.269 1.6527 0.4622 0.3179
C -2.115 0.300 -0.178 -0.7224 -2.5818 -2.0844
H 2.573 -1.334 1.046 -0.4316 2.6634 -3.1173
H -0.040 -1.533 -0.686 0.3915 -0.9380 -0.2959
H 0.488 -1.449 1.068 -0.7485 -0.0986 0.3507
H 1.297 1.561 0.397 -3.1118 0.0158 0.0795
H -0.214 2.574 0.425 -1.0728 -0.0839 -0.5027
H -2.883 1.121 -1.063 2.5357 -1.8305 2.9772
O -2.613 -0.801 0.106 0.9358 3.4789 -0.5086
S 2.048 -0.147 -0.218 1.4491 -5.9582 2.9554
```
Forces are in eV/Å.

=====

3.
The molecule C3H4N2OS. Source: the Open Molecules 2025 dataset; level of theory: ωB97M-V with the def2-TZVPD basis set.

largest force on an atom = 2.97 eV/A
energy above the lowest of the compared OMol25 structures with the same formula, charge and spin = 164.2 kcal/mol
HOMO-LUMO gap (alpha / beta) = 0.2615 / 0.2615 Eh
E_HOMO (alpha / beta) = -7.37 / -7.37 eV
E = -699.41047 hartree

XYZ file:
```
11
Properties=species:S:1:pos:R:3:forces:R:3
C 1.698 -1.090 1.226 1.4635 -0.4349 0.9584
C -0.219 0.302 0.686 -2.0798 1.8371 0.6226
C -0.925 0.538 -0.630 -0.9785 -0.0198 -1.1766
N 2.416 -1.946 1.684 -0.4225 0.1956 -0.0524
N 0.887 1.354 2.916 1.8554 -0.6200 1.5236
O 0.730 -0.666 0.669 0.1574 -0.7266 -0.7916
S -0.179 1.519 1.955 -1.2484 -0.7611 -2.4591
H -2.132 0.396 -0.633 2.9644 -0.0903 0.0519
H -0.766 1.620 -0.870 -0.2767 -0.8755 -0.2610
H -0.416 -0.093 -1.481 -1.2014 1.1766 1.5894
H 3.426 -1.953 1.761 -0.2334 0.3190 -0.0052
```
Forces are in eV/Å.

=====

Number 1 is which compound?
C29H36FHfN10O5Si